Record 1
2 unconnected molecules or ions with the total composition FH2NO3S. Source: the Open Molecules 2025 dataset; level of theory: ωB97M-V with the def2-TZVPD basis set.

Properties
Gap between HOMO and LUMO (alpha / beta) ... 9.35 / 9.35 eV
ΔE to the lowest compared entry with this formula, charge and spin ... 30.6 kcal per mole
E_HOMO (alpha / beta) ... -10.1 / -10.1 eV

The geometry in ORCA input format:
```
! RIJCOSX wB97M-V def2-TZVPD def2/J DEFGRID3
* xyz 0 1
N 1.8964 0.2760 0.8855
O -2.2130 1.2041 -0.6126
O -0.9623 -0.8547 -1.0856
O 1.5567 0.5956 -0.2108
F -0.7514 0.0096 1.1889
S -0.9448 0.6008 -0.4743
H 1.4973 -0.5895 1.1081
H -0.0789 -1.2418 -0.7992
*
```

---

Record 2
A single C5H13N2O molecule. Source: the Open Molecules 2025 dataset; level of theory: ωB97M-V with the def2-TZVPD basis set.

Properties
Gap between HOMO and LUMO (alpha / beta) ... 9.60 / 7.23 eV
ΔE to the lowest compared entry with this formula, charge and spin ... 77.2 kcal per mole
⟨S²⟩ ... 0.754
E_HOMO (alpha / beta) ... -8.7 / -8.7 eV

The geometry in ORCA input format:
```
! RIJCOSX wB97M-V def2-TZVPD def2/J DEFGRID3
* xyz 0 2
N -1.9104 1.5101 -0.9172
C -2.2954 0.0791 -0.7116
C -0.9773 -0.8108 -0.5721
N 0.2560 -0.0987 -0.1352
C 1.2472 -0.1612 -1.2186
C 0.5851 -0.3288 1.2190
C 1.9327 0.3908 1.9066
O 2.8633 -0.5096 2.1131
H -1.7291 1.7129 -1.8056
H -1.1949 1.6587 -0.2080
H -2.8758 -0.2777 -1.5599
H -3.0225 -0.0198 0.1310
H -0.8323 -1.4045 -1.4594
H -1.3401 -1.6495 0.1015
H 1.2688 0.7924 -1.7735
H 1.1214 -1.0170 -1.8233
H 2.3084 -0.4044 -0.9660
H -0.2514 -0.1175 1.8896
H 1.0224 -1.2801 1.4588
H 1.6378 0.5849 2.9095
H 2.1862 1.3507 1.4213
*
```

---

Record 3
2 unconnected molecules or ions with the total composition C4H12NO3. Source: the Open Molecules 2025 dataset; level of theory: ωB97M-V with the def2-TZVPD basis set.

Properties
Gap between HOMO and LUMO (alpha / beta) ... 11.25 / 6.11 eV
ΔE to the lowest compared entry with this formula, charge and spin ... 30.9 kcal per mole
⟨S²⟩ ... 0.757
E_HOMO (alpha / beta) ... -20.4 / -20.3 eV

The geometry in ORCA input format:
```
! RIJCOSX wB97M-V def2-TZVPD def2/J DEFGRID3
* xyz 2 2
O 1.4903 1.9876 0.5414
C 1.5978 0.7205 0.3555
C 0.5045 0.1997 -0.7789
N -0.6063 -0.4239 0.0858
C -1.5613 -1.2323 -0.7434
C -0.0563 1.3925 -1.5479
O 2.0769 -0.1376 1.0411
H 2.0362 2.5558 1.1290
H 1.0422 -0.4678 -1.4445
H -1.1037 0.4251 0.3764
H -0.1858 -0.9998 0.8852
H -1.1786 -2.2693 -0.8153
H -1.5853 -0.8707 -1.7606
H -2.4897 -1.2854 -0.1865
H -0.0260 1.0429 -2.5972
H -1.0220 1.6787 -1.1840
H 0.6032 2.2691 -1.5858
H -0.0955 -0.8877 3.1227
H 0.6638 -2.1153 2.6652
O -0.1043 -1.5820 2.4418
*
```

---

Record 4
A molecular structure, C35H68Cl6F3LiO11S. Source: the Open Molecules 2025 dataset; level of theory: ωB97M-V with the def2-TZVPD basis set.

Properties
Gap between HOMO and LUMO ... 8.97 eV
E_HOMO ... -9.0 eV

The geometry in ORCA input format:
```
! RIJCOSX wB97M-V def2-TZVPD def2/J DEFGRID3
* xyz 0 1
Li -1.0727 -2.1558 -1.0974
C 1.1912 0.7891 1.1575
F 0.4000 0.8168 2.2560
F 0.8229 1.5797 0.2187
F 2.4008 1.1182 1.4740
S 1.1577 -0.8918 0.5592
O -0.2244 -1.3186 0.2396
O 2.0082 -0.8346 -0.6512
O 1.8302 -1.6376 1.6768
C -2.4320 -5.4486 -0.8244
C -3.1245 -4.2709 -0.2452
O -2.5788 -3.1622 -0.3385
C -4.5607 -4.4103 0.3822
H -2.8138 -6.4514 -0.5916
H -1.3668 -5.3702 -0.6535
H -2.5943 -5.3274 -1.8872
H -5.1011 -5.2320 0.0469
H -5.1795 -3.4847 0.1466
H -4.3888 -4.3756 1.4783
C 4.3386 -1.4438 -3.4838
Cl 5.5754 -0.8096 -4.5409
Cl 3.2086 -2.5201 -4.3659
H 4.7709 -2.0082 -2.6697
H 3.7474 -0.6228 -3.0803
C 1.7668 -4.7488 2.3748
Cl 0.5259 -6.0445 2.2090
Cl 3.1058 -5.0368 1.3241
H 1.3949 -3.8263 2.0766
H 2.0484 -4.7410 3.4338
C 5.0609 -1.9532 1.2747
Cl 5.7304 -1.3633 -0.2070
Cl 6.4195 -2.5218 2.2827
H 4.6472 -1.0885 1.7826
H 4.4066 -2.7833 1.1084
C -0.0637 6.6126 3.3895
C 1.0573 5.8162 2.7265
C 0.4842 4.3713 2.7052
O -0.6832 4.3166 3.4520
C -1.2423 5.6657 3.3928
H -0.2597 7.5487 2.8468
H 0.1623 6.9622 4.3345
H 1.9928 5.7719 3.2908
H 1.3607 6.2156 1.7641
H 1.1293 3.6328 3.1824
H 0.2949 3.9370 1.7576
H -1.9106 5.7432 4.2628
H -1.9155 5.6851 2.5438
C 0.2326 -4.8524 -4.2028
C 0.6343 -5.6128 -2.9034
C 0.9375 -4.4109 -1.9302
O -0.1570 -3.5886 -2.1941
C -0.3751 -3.5714 -3.6570
H -0.3865 -5.3728 -4.9487
H 1.1666 -4.5096 -4.7070
H 1.5539 -6.2601 -3.0354
H -0.1166 -6.2892 -2.5529
H 1.9102 -4.0106 -2.3095
H 1.0310 -4.6466 -0.8906
H 0.1963 -2.7187 -4.0933
H -1.4064 -3.3584 -3.8068
C -1.7193 5.6901 -3.2578
C -1.4107 5.1871 -1.7801
C -2.2375 3.9414 -1.6820
O -2.8247 3.6675 -2.9528
C -2.9824 4.9465 -3.5773
H -0.8864 5.3456 -3.8984
H -1.7904 6.7793 -3.4202
H -1.6408 5.9558 -1.0352
H -0.3401 5.0311 -1.6451
H -3.0066 4.0901 -0.8802
H -1.7402 3.0438 -1.4144
H -3.9280 5.4280 -3.1626
H -3.1577 4.6095 -4.5819
C 0.4809 -2.9922 5.8492
C 1.0836 -2.0968 4.6803
C 2.5861 -2.3204 4.7325
O 2.8610 -3.5190 5.4849
C 1.8335 -3.6344 6.4374
H -0.1399 -3.7216 5.4274
H -0.0721 -2.4401 6.6368
H 0.9034 -1.0232 4.8497
H 0.6124 -2.3436 3.7647
H 3.0778 -1.4198 5.1973
H 3.1218 -2.4526 3.7897
H 2.0509 -2.9870 7.2576
H 1.6943 -4.6690 6.7557
C -3.0494 0.3312 -4.1311
C -1.5151 0.5134 -4.1638
C -1.1687 0.0855 -2.7228
O -2.0506 -1.0265 -2.4113
C -3.2170 -0.8820 -3.2389
H -3.5689 0.1997 -5.0583
H -3.4322 1.2201 -3.6269
H -1.1507 1.5077 -4.4862
H -1.0786 -0.2994 -4.7820
H -1.6015 0.8126 -2.0779
H -0.1477 -0.0824 -2.4246
H -4.0844 -0.8207 -2.6762
H -3.1968 -1.8015 -3.8370
C -3.1698 0.6740 2.0084
C -3.2206 1.9646 2.8471
C -2.4122 1.6464 4.1030
O -2.6626 0.2175 4.3565
C -2.8105 -0.3976 3.0379
H -2.5487 0.7273 1.1535
H -4.1971 0.5943 1.6469
H -4.1875 2.2590 3.2259
H -2.6847 2.7758 2.3996
H -2.5895 2.1013 5.0807
H -1.3265 1.7986 3.9723
H -3.6199 -1.1358 3.0099
H -1.9208 -0.9968 2.8544
C 2.4329 2.0765 -3.1062
C 3.7417 2.3520 -2.2739
C 3.4828 3.6705 -1.5758
O 2.5959 4.4239 -2.3799
C 1.8928 3.5187 -3.2913
H 1.7857 1.4017 -2.5535
H 2.7035 1.6918 -4.0280
H 4.5880 2.4189 -2.9094
H 3.9425 1.5430 -1.5361
H 4.3116 4.3313 -1.3659
H 3.0852 3.4848 -0.5608
H 2.0226 3.9407 -4.2832
H 0.8498 3.5669 -3.0534
*
```

---

Record 5
A molecular structure, C50H39Br2ClI2LaN12O6S3. Source: the Open Molecules 2025 dataset; level of theory: ωB97M-V with the def2-TZVPD basis set.

Properties
Gap between HOMO and LUMO ... 6.70 eV
ΔE to the lowest compared entry with this formula, charge and spin ... 30.8 kcal per mole
E_HOMO ... -9.3 eV

The geometry in ORCA input format:
```
! RIJCOSX wB97M-V def2-TZVPD def2/J DEFGRID3
* xyz 1 1
La -0.0885 -0.2400 0.0966
C 3.0593 1.9649 -13.7902
O 1.7855 1.5980 -13.2864
C 1.6494 1.4453 -11.9548
C 0.3800 1.0693 -11.5107
C 0.1434 0.8666 -10.1703
C 1.1654 1.0378 -9.2302
C 2.4236 1.4268 -9.6811
C 2.6706 1.6334 -11.0267
C 0.9552 0.8156 -7.8049
N 1.8907 0.8505 -6.8825
C 1.2605 0.5678 -5.7035
C -0.0843 0.3530 -5.9086
N -0.2676 0.5147 -7.2567
C -0.9841 0.0274 -4.8610
C -2.3574 -0.1585 -5.0640
C -3.1507 -0.4257 -3.9824
C -2.5458 -0.5534 -2.7299
N -1.2490 -0.4341 -2.5116
C -0.4546 -0.0984 -3.5509
C 0.9582 0.1655 -3.3115
N 1.4357 0.1152 -2.0460
C 2.7220 0.3426 -1.8523
C 3.6292 0.6550 -2.8639
C 3.1662 0.7428 -4.1485
C 1.8111 0.4920 -4.3912
H 2.9495 2.0084 -14.8693
H 3.8172 1.2210 -13.5324
H 3.3656 2.9437 -13.4135
H -0.4036 0.9432 -12.2460
H -0.8502 0.5631 -9.8637
H 3.2089 1.5639 -8.9505
H 3.6564 1.9454 -11.3417
H -1.1389 0.4720 -7.7516
H -2.7782 -0.0692 -6.0582
H -4.2213 -0.5461 -4.0699
H -3.1810 -0.7500 -1.8811
H 3.0857 0.2662 -0.8359
H 4.6685 0.8263 -2.6209
H 3.8027 0.9956 -4.9862
N 2.9684 1.3770 3.4145
C 2.7754 0.1902 4.0912
C 3.1475 -0.2237 5.3637
C 2.7224 -1.4769 5.7529
C 1.9685 -2.2902 4.8959
C 1.6070 -1.8754 3.6316
C 2.0039 -0.6008 3.2278
N 1.7236 0.1200 2.0682
C 2.3253 1.2830 2.2251
C 2.3003 2.3527 1.2458
C 2.9458 3.5549 1.2932
S 2.6027 4.4574 -0.1157
C 1.6215 3.1669 -0.6836
N 1.5552 2.1543 0.1154
H 3.4819 2.1716 3.7521
H 3.7291 0.4193 6.0119
H 2.9665 -1.8406 6.7420
H 1.6379 -3.2577 5.2475
H 1.0380 -2.5140 2.9724
H 3.5912 3.9493 2.0617
H 1.1160 3.2176 -1.6403
C -0.8266 0.8279 3.9864
C -1.3070 1.8936 3.0642
C -1.9332 3.0265 3.6329
C -2.3763 4.0390 2.8427
C -2.2081 3.9483 1.4446
C -2.5993 4.9514 0.5322
Br -3.4070 6.5573 1.1562
C -2.3898 4.8098 -0.8114
C -1.8103 3.6342 -1.2826
Br -1.5002 3.4023 -3.1448
C -1.4176 2.5840 -0.4574
O -0.8983 1.4977 -0.9229
C -1.5956 2.7711 0.9508
N -1.1425 1.7639 1.7616
H -1.6249 0.5151 4.6568
H -0.0128 1.2013 4.6152
H -0.4830 -0.0403 3.4402
H -2.0557 3.0640 4.7074
H -2.8539 4.9111 3.2677
H -2.6700 5.5949 -1.4988
O 0.8123 -2.4578 0.6351
Cl 1.6356 -2.8446 -0.5051
O 0.8838 -2.4541 -1.6757
O 1.8119 -4.2559 -0.5113
O 2.8649 -2.1474 -0.4334
I -1.9122 -2.4167 1.8884
I -2.1075 -2.4443 4.7945
C -0.1997 -6.0290 -3.7196
C -0.6425 -5.8039 -2.3167
C -0.5730 -6.7286 -1.3136
C -0.9054 -6.3263 -0.0115
N -1.3190 -5.0891 0.2457
C -1.3985 -4.2057 -0.7290
S -2.0181 -2.6203 -0.5197
N -1.1080 -4.5736 -2.0079
C -0.7763 -7.2542 1.1431
H -0.0765 -7.0890 -3.9217
H 0.7650 -5.5332 -3.8554
H -0.9080 -5.6039 -4.4309
H -0.2168 -7.7276 -1.5172
H -1.0779 -3.8447 -2.7084
H -1.1831 -8.2360 0.9010
H -1.2694 -6.8388 2.0173
H 0.2845 -7.3848 1.3726
S -3.5928 0.3491 0.4818
C -4.9334 -0.6356 0.5144
N -5.7254 -0.6170 1.6469
C -6.8051 -1.4014 1.8022
C -7.1640 -2.2478 0.7989
C -6.3478 -2.2318 -0.3489
N -5.2872 -1.4742 -0.4884
H -5.4257 0.0102 2.3805
H -7.3423 -1.3221 2.7366
H -8.0204 -2.8973 0.8778
H -6.5813 -2.8756 -1.1911
*
```

---

Record 6
2 unconnected molecules or ions with the total composition C2H2N2OS. Source: the Open Molecules 2025 dataset; level of theory: ωB97M-V with the def2-TZVPD basis set.

Properties
Structure (SMILES) ... N=C=O.N=C=S
Gap between HOMO and LUMO ... 10.23 eV
ΔE to the lowest compared entry with this formula, charge and spin ... 10.3 kcal per mole
E_HOMO ... -9.5 eV

The geometry in ORCA input format:
```
! RIJCOSX wB97M-V def2-TZVPD def2/J DEFGRID3
* xyz 0 1
N 0.8444 2.5303 0.9696
C -0.2015 2.0288 0.9166
O -1.2026 1.5593 1.2272
H 1.5816 2.7996 0.2928
N 0.3625 -2.7750 -0.9516
C -0.3520 -1.8103 -0.9291
S -1.3258 -0.6238 -1.0150
H 0.2934 -3.7089 -0.5105
*
```

---

One value per record, in order, for E: -779.596468 -382.888849 -439.303742 -5668.429395 -10466.961786 -660.331356 hartree.